C14H13BF4NS4Ti as an isolated structure at a distorted geometry, computed with ωB97M-V with the def2-TZVPD basis set.

Last column: Löwdin charge in e.
Atoms and positions in Å:
Ti -2.057 0.889 0.365  0.634
S -1.569 0.567 2.945  0.049
S -2.854 -0.918 3.494  -0.138
S -4.575 -0.386 2.451  -0.114
S -3.952 -0.640 0.531  0.051
C -2.694 2.755 0.964  -0.252
H -3.723 2.633 1.341  0.009
H -2.720 3.437 0.104  0.011
H -2.091 3.218 1.756  -0.005
F -1.241 2.026 -1.774  0.117
B -2.231 1.146 -2.251  -1.337
F -1.903 -0.135 -1.726  0.084
F -2.317 1.135 -3.594  0.204
F -3.424 1.522 -1.609  0.087
N -0.234 0.937 0.544  -0.063
C 0.686 0.136 0.231  -0.302
C 0.306 -1.192 -0.338  -0.196
C -0.687 -1.937 0.303  -0.075
C -1.212 -3.064 -0.303  -0.076
C -0.752 -3.453 -1.552  -0.087
C 0.240 -2.725 -2.188  -0.084
C 0.774 -1.601 -1.583  -0.039
C 2.116 0.466 0.416  -0.151
C 2.509 1.799 0.534  -0.017
C 3.832 2.119 0.767  -0.087
C 4.780 1.117 0.895  -0.102
C 4.400 -0.209 0.783  -0.090
C 3.077 -0.535 0.540  -0.027
H -1.025 -1.642 1.296  0.054
H -1.995 -3.628 0.185  0.107
H -1.173 -4.324 -2.033  0.096
H 0.576 -3.020 -3.174  0.098
H 1.524 -1.013 -2.094  0.121
H 1.748 2.564 0.456  0.114
H 4.133 3.153 0.854  0.098
H 5.812 1.368 1.092  0.095
H 5.136 -0.994 0.895  0.098
H 2.778 -1.572 0.474  0.114

2S+1 ... 1
Energy relative to the best compared isomer or geometry (same formula, charge and spin) ... 25.05 kcal/mol
Frontier orbital gap ... 6.533 eV
Net charge ... -1
LUMO level ... 2.17 eV

C14H13BrF6OSn as an isolated structure at a distorted geometry, computed with ωB97M-V with the def2-TZVPD basis set.

Last column: Löwdin charge in e.
Atoms and positions in Å:
C -2.626 -0.590 -0.871  -0.301
C -2.435 -1.190 0.444  -0.229
C -2.648 -0.200 1.402  -0.135
H -2.241 -2.251 0.612  0.066
C -2.993 1.012 0.749  -0.104
C -2.974 0.803 -0.636  -0.144
H -3.258 1.517 -1.414  0.097
H -2.777 -1.140 -1.800  0.098
H -2.623 -0.342 2.486  0.108
H -3.243 1.948 1.261  0.107
Sn -0.307 -0.601 -1.190  0.990
Br -0.205 -3.081 -1.112  0.265
C 1.733 0.627 -2.195  -0.137
C 0.538 1.397 -2.358  -0.145
C -0.414 0.607 -3.097  -0.207
H 0.409 2.430 -2.051  0.124
C 0.228 -0.660 -3.408  -0.235
C 1.530 -0.644 -2.812  -0.196
H 2.266 -1.440 -2.876  0.118
H 2.687 1.020 -1.856  0.118
H -1.409 0.929 -3.379  0.118
H -0.202 -1.487 -3.968  0.118
C 2.848 0.131 1.394  0.022
C 1.347 0.079 1.625  -0.376
O 0.571 0.072 0.450  -0.257
C 0.987 -1.213 2.442  -0.487
F 1.493 -1.217 3.712  0.137
F -0.349 -1.428 2.552  0.133
F 1.500 -2.297 1.789  0.105
C 0.854 1.375 2.358  -0.487
F 1.546 1.624 3.505  0.136
F 1.018 2.451 1.531  0.130
F -0.467 1.343 2.682  0.141
H 3.162 -0.765 0.842  0.103
H 3.338 0.164 2.378  0.106
H 3.119 1.019 0.808  0.098

2S+1 ... 1
Energy relative to the best compared isomer or geometry (same formula, charge and spin) ... 0.00 kcal/mol
Frontier orbital gap ... 7.271 eV
Net charge ... 0
LUMO level ... -0.91 eV

C14H13BrF6OV as an isolated structure at a distorted geometry, computed with ωB97M-V with the def2-TZVPD basis set.

Last column: Mulliken spin population.
Atoms and positions in Å:
C -1.175 -0.759 -1.820  0.049
C -1.224 -1.747 -0.827  -0.024
C -1.937 -1.212 0.274  -0.041
H -0.764 -2.717 -0.866  0.002
C -2.341 0.094 -0.056  0.061
C -1.844 0.395 -1.332  -0.008
H -1.964 1.331 -1.848  -0.005
H -0.700 -0.853 -2.780  -0.011
H -2.097 -1.700 1.218  0.008
H -2.876 0.766 0.586  0.010
V 0.000 0.000 0.000  1.981
Br 0.807 -1.844 1.580  -0.025
C 1.968 1.144 0.353  -0.038
C 1.147 1.911 -0.509  0.040
C 0.985 1.186 -1.698  0.042
H 0.694 2.855 -0.269  0.000
C 1.691 -0.040 -1.569  0.005
C 2.322 -0.040 -0.317  -0.008
H 2.916 -0.837 0.088  0.005
H 2.230 1.396 1.363  0.002
H 0.415 1.498 -2.554  -0.012
H 1.746 -0.827 -2.301  -0.003
C 0.587 2.187 3.062  0.001
C -0.734 1.426 2.890  0.009
O -0.644 0.320 1.988  -0.053
C -1.073 0.782 4.267  0.000
F -1.207 1.738 5.261  0.000
F -2.252 0.060 4.191  -0.001
F -0.069 -0.098 4.642  0.000
C -1.850 2.429 2.492  0.007
F -1.873 3.502 3.368  0.000
F -1.619 2.914 1.219  0.006
F -3.101 1.841 2.540  0.000
H 1.407 1.493 3.352  0.000
H 0.510 2.938 3.877  0.000
H 0.828 2.767 2.154  0.001

2S+1 ... 3
Frontier orbital gap (alpha / beta) ... 5.827 / 7.146 eV
Net charge ... -1
LUMO level (alpha / beta) ... 2.89 / 2.85 eV

A single C14H13Cl2NO3 molecule at a distorted geometry, computed with ωB97M-V with the def2-TZVPD basis set.

Last column: Löwdin charge in e.
Atoms and positions in Å:
C -0.716 -1.179 -2.919  -0.036
C 0.365 -1.978 -2.160  -0.424
O 0.776 -1.266 -1.317  -0.025
C 1.552 -1.703 -0.247  -0.375
O 1.880 -2.888 -0.142  0.110
C 2.066 -0.572 0.607  -0.090
C 1.052 -0.562 1.892  -0.060
C -0.322 0.053 1.379  -0.235
C -0.399 1.579 1.083  0.057
C -1.699 2.015 0.712  -0.023
C -2.699 1.076 0.094  -0.799
Cl -4.026 1.695 -0.534  0.838
C -2.600 -0.190 0.500  -0.137
C -1.309 -0.643 0.955  -0.564
Cl -1.192 -2.416 1.269  0.712
C 2.413 0.730 0.010  -0.404
C 1.925 1.477 -0.835  -0.019
C 2.729 2.805 -0.901  -0.066
N 3.696 2.537 -0.219  0.142
O 3.635 1.086 0.410  0.046
H -1.205 -1.721 -3.797  0.094
H -1.582 -0.786 -2.503  0.028
H -0.224 -0.326 -3.491  0.092
H 1.194 -2.278 -2.785  0.143
H -0.225 -2.840 -1.679  0.151
H 2.910 -1.044 1.329  0.208
H 0.793 -1.396 2.447  0.052
H 1.451 0.272 2.636  0.160
H 0.295 2.325 1.441  0.109
H -1.805 2.845 0.478  -0.041
H -3.257 -0.803 -0.198  0.133
H 0.960 1.358 -1.483  0.157
H 2.744 3.567 -1.500  0.068

2S+1 ... 1
Energy relative to the best compared isomer or geometry (same formula, charge and spin) ... 222.00 kcal/mol
SMILES string ... CCOC(=O)[C@H](Cc1ccc(Cl)cc1Cl)c1ccno1
Frontier orbital gap ... 9.599 eV
Net charge ... 0
LUMO level ... 0.28 eV

A single C14H13F3N2O4S2 molecule at a distorted geometry, computed with ωB97M-V with the def2-TZVPD basis set.

Last column: Löwdin charge in e.
Atoms and positions in Å:
C -2.757 -1.071 3.125  -0.085
N -2.214 0.266 3.066  -0.325
C -3.153 1.340 3.289  -0.083
S -1.184 0.512 1.816  0.628
O -0.689 1.843 1.840  -0.207
O -0.264 -0.576 1.766  -0.248
O -2.115 0.346 0.481  -0.135
C -2.241 1.421 -0.367  -0.349
C -3.350 2.297 -0.321  -0.109
C -3.280 3.265 -1.276  -0.376
S -1.874 3.135 -2.238  1.133
C -1.337 1.753 -1.353  -0.348
C -0.068 1.188 -1.845  -0.468
O 0.426 1.641 -2.860  0.039
N 0.457 0.171 -1.103  0.161
C 1.652 -0.511 -1.325  -0.190
C 2.062 -1.415 -0.341  0.005
C 3.227 -2.134 -0.500  -0.005
C 3.997 -1.959 -1.645  -0.131
C 5.249 -2.769 -1.803  -0.588
F 6.013 -2.758 -0.695  0.133
F 4.985 -4.071 -2.049  0.132
F 6.034 -2.354 -2.806  0.135
C 3.595 -1.063 -2.626  0.000
C 2.428 -0.340 -2.470  0.013
H -3.577 -1.209 2.413  0.098
H -3.114 -1.265 4.136  0.099
H -1.949 -1.756 2.885  0.085
H -4.039 1.245 2.653  0.088
H -3.461 1.332 4.335  0.099
H -2.637 2.271 3.069  0.088
H -4.156 2.193 0.381  0.108
H -3.987 4.049 -1.459  0.069
H -0.003 -0.084 -0.240  0.090
H 1.463 -1.532 0.549  0.096
H 3.547 -2.829 0.261  0.125
H 4.196 -0.928 -3.513  0.121
H 2.119 0.359 -3.228  0.102

2S+1 ... 1
SMILES string ... CN(C)S(=O)(=O)Oc1ccsc1C(=O)Nc1ccc(C(F)(F)F)cc1
Frontier orbital gap ... 8.713 eV
Net charge ... 0
LUMO level ... -0.01 eV

C14H13FN2O as an isolated structure at a distorted geometry, computed with ωB97M-V with the def2-TZVPD basis set.

Last column: Löwdin charge in e.
Atoms and positions in Å:
O 0.282 -1.285 0.799  -0.031
C 0.035 0.010 0.709  -0.336
N -1.165 0.600 0.657  0.000
H -1.181 1.607 0.685  0.166
C -2.306 -0.018 0.951  -0.220
C -3.040 -0.067 -0.346  -0.139
C -4.412 -0.008 -0.255  0.007
C -5.084 0.416 -1.647  0.026
C -4.331 0.378 -2.821  -0.255
N -3.137 0.157 -2.805  0.009
C -2.343 -0.083 -1.871  -0.001
H -1.236 -0.092 -1.860  0.108
H -4.936 0.565 -3.603  0.066
H -6.204 0.382 -1.712  0.097
H -4.945 0.274 0.521  0.031
H -1.910 -1.371 0.981  0.243
H -2.944 0.058 1.834  0.126
C 1.334 0.930 0.690  -0.142
C 2.590 0.370 0.552  -0.228
C 3.312 0.013 1.892  -0.014
C 4.553 -0.448 2.000  0.006
C 5.169 -1.214 0.797  -0.308
C 4.469 -0.956 -0.494  -0.031
C 3.286 -0.392 -0.464  -0.081
H 2.826 0.121 -1.606  0.193
H 4.834 -1.275 -1.324  0.037
F 6.183 -1.651 1.080  0.290
H 5.005 -0.667 2.771  0.010
H 2.888 0.417 2.884  0.132
H 1.159 1.461 -0.300  0.140
H 1.248 1.767 1.307  0.100

2S+1 ... 1
Energy relative to the best compared isomer or geometry (same formula, charge and spin) ... 270.02 kcal/mol
Frontier orbital gap ... 8.522 eV
Net charge ... 0
LUMO level ... 0.53 eV